Record 1
This record from OMol25 describes 2 unconnected molecules or ions with the total composition C9H14O. The level of theory is ωB97M-V with the def2-TZVPD basis set.

Gap between HOMO and LUMO   9.50 eV
Multiplicity   1
E_LUMO   0.857 eV
Total energy   -11604.951 eV
Relative energy (zero: lowest compared OMol25 entry of this formula, charge and spin)   61.9 kcal per mole
SMILES   Cc1ccccc1.CCO
HOMO level   -8.644 eV

Geometry as XYZ:
```
24
Properties=species:S:1:pos:R:3:forces:R:3
C -0.0083 0.6778 -1.9867 0.414 2.551 0.882
C 0.8504 0.1064 -0.8576 -2.519 0.150 -0.988
C 1.9094 -0.6800 -1.2506 2.450 0.172 -1.433
C 2.9145 -0.9641 -0.3836 0.483 0.898 4.212
C 2.8084 -0.4932 1.0673 -1.739 -1.877 -4.065
C 1.5247 -0.1443 1.4725 -0.488 0.429 -0.743
C 0.5208 0.1801 0.4729 1.044 -0.314 1.783
H -1.0245 0.4621 -2.0504 -1.788 -1.398 0.482
H 0.3692 0.2980 -2.9012 0.649 0.332 -1.097
H -0.1906 1.8453 -1.9707 1.415 -1.961 -0.120
H 2.2093 -0.8829 -2.3092 -1.052 0.171 0.760
H 3.7886 -1.5444 -0.6818 -0.137 0.378 0.050
H 3.6489 -0.6734 1.6739 0.630 -0.104 0.967
H 1.2234 -0.0762 2.5359 0.459 0.167 -0.723
H -0.4778 0.4610 0.8321 0.760 0.302 -0.266
C -3.1889 -0.7333 0.0985 -3.340 -1.026 -3.395
C -2.7589 0.6396 0.0650 -1.493 4.595 2.880
O -2.3655 1.1130 1.4070 0.472 0.006 -0.257
H -4.2559 -0.8274 0.5816 1.998 -0.059 -1.190
H -2.5285 -1.3992 0.5603 1.189 -0.846 0.838
H -3.1556 -1.0080 -1.0703 -0.749 -0.053 2.535
H -1.9991 0.9421 -0.5945 1.310 -0.420 -0.504
H -3.5198 1.4792 -0.1475 0.172 -1.925 -0.309
H -2.5958 0.4859 2.0991 -0.141 -0.169 -0.300
```
Forces are in eV/Å.

=====

Record 2
This record from OMol25 describes 2 unconnected molecules or ions with the total composition C9H14O. The level of theory is ωB97M-V with the def2-TZVPD basis set.

Gap between HOMO and LUMO   9.38 eV
Multiplicity   1
E_LUMO   0.846 eV
Total energy   -11605.126 eV
Relative energy (zero: lowest compared OMol25 entry of this formula, charge and spin)   57.9 kcal per mole
SMILES   Cc1ccc(O)cc1.CC
HOMO level   -8.532 eV

Geometry as XYZ:
```
24
Properties=species:S:1:pos:R:3:forces:R:3
C 2.3961 -2.3324 1.3205 2.334 -2.385 0.237
C 1.4262 -1.2797 1.1050 -0.062 0.845 -0.203
C 1.8458 -0.1472 0.3320 -0.539 0.068 1.353
C 1.1282 1.0122 0.3010 -2.748 -3.033 1.623
C -0.1273 0.8568 0.9282 0.881 4.498 0.330
O -0.7840 2.0766 1.1873 0.100 1.311 0.709
C -0.6425 -0.2163 1.5246 -1.255 -2.988 0.547
C 0.1561 -1.3825 1.6226 -0.584 2.069 -1.176
H 2.3936 -3.0884 2.1353 -0.751 1.482 0.875
H 2.1629 -3.1395 0.6276 0.972 0.224 -1.351
H 3.4511 -1.9259 1.3472 -1.071 -0.809 -0.713
H 2.7939 -0.0076 -0.0780 1.812 -0.849 -0.458
H 1.4128 1.9666 0.0069 0.677 1.272 -0.907
H -0.2416 2.6598 1.8075 -0.960 -1.484 -1.365
H -1.6883 -0.2195 1.9007 1.003 0.285 -0.124
H -0.2699 -2.2833 2.0005 0.157 -0.492 0.588
C -2.2689 1.5093 -1.9141 0.788 4.472 -2.383
C -1.7492 0.3578 -2.6427 4.066 -2.365 -0.328
H -2.9246 2.1803 -2.5421 -0.125 -1.086 0.700
H -2.6485 1.3793 -0.9592 -1.103 -0.832 1.603
H -1.4781 2.2846 -1.7280 -0.100 -0.818 -0.095
H -1.3912 0.3048 -3.7137 -1.175 0.915 0.921
H -0.7796 0.0014 -2.1664 -0.337 1.014 -0.172
H -2.1731 -0.5672 -2.4029 -1.981 -1.313 -0.211
```
Forces are in eV/Å.

=====

Record 3
This record from OMol25 describes 2 unconnected molecules or ions with the total composition C9H14O. The level of theory is ωB97M-V with the def2-TZVPD basis set.

Gap between HOMO and LUMO   8.77 eV
Multiplicity   1
E_LUMO   0.747 eV
Total energy   -11605.657 eV
Relative energy (zero: lowest compared OMol25 entry of this formula, charge and spin)   45.7 kcal per mole
SMILES   Cc1ccc(O)cc1.CC
HOMO level   -8.020 eV

Geometry as XYZ:
```
24
Properties=species:S:1:pos:R:3:forces:R:3
C 1.6366 -0.3088 2.0751 -0.196 -0.318 2.483
C 0.8441 0.3800 1.0147 -0.126 0.758 0.308
C 1.5842 0.9847 0.0250 -1.096 -0.826 -1.047
C 1.0274 1.3545 -1.1743 -2.222 1.984 -1.710
C -0.3888 1.4241 -1.2484 -0.789 -1.203 3.075
O -0.9803 1.9817 -2.3194 -1.560 0.354 -1.116
C -1.2196 0.9477 -0.0981 3.450 0.926 -3.448
C -0.5566 0.3222 0.9217 1.171 1.098 0.161
H 1.0095 -0.5800 3.0668 1.468 0.573 -2.337
H 2.6245 0.2038 2.3899 -1.779 -0.621 -0.586
H 1.8920 -1.2067 1.5242 0.447 -0.770 0.738
H 2.6215 0.9578 0.0226 1.888 0.080 0.569
H 1.5707 1.8396 -2.0390 -0.377 -0.864 1.202
H -1.9841 1.9223 -2.3598 2.071 -0.151 0.558
H -2.2422 1.1227 -0.2467 -1.467 -0.231 0.393
H -1.0445 -0.1066 1.7457 -0.943 -0.511 0.887
C -0.8544 -2.9861 1.0345 -4.595 1.178 0.494
C -0.6760 -2.6471 -0.4348 4.373 1.466 0.322
H -2.0046 -2.7719 1.2568 1.882 -0.347 -0.337
H -0.8784 -4.0696 1.0875 0.829 -0.039 0.966
H -0.4538 -2.3243 1.8372 0.737 -1.157 -0.839
H 0.1151 -3.3697 -0.7978 -0.876 0.870 -0.180
H -0.2297 -1.5822 -0.6025 -0.828 -1.920 0.259
H -1.5341 -2.7156 -1.0220 -1.463 -0.327 -0.817
```
Forces are in eV/Å.

=====

Record 4
This record from OMol25 describes 2 unconnected molecules or ions with the total composition C9H14O. The level of theory is ωB97M-V with the def2-TZVPD basis set.

Gap between HOMO and LUMO   9.04 eV
Multiplicity   1
E_LUMO   0.911 eV
Total energy   -11605.952 eV
Relative energy (zero: lowest compared OMol25 entry of this formula, charge and spin)   38.8 kcal per mole
SMILES   Cc1ccc(O)cc1.CC
HOMO level   -8.131 eV

Geometry as XYZ:
```
24
Properties=species:S:1:pos:R:3:forces:R:3
C -1.6437 -0.2468 3.6798 0.229 -0.377 0.322
C -0.5640 -0.2031 2.6212 -0.999 0.158 -1.205
C -0.9805 -0.6102 1.3401 1.498 0.053 0.052
C -0.3444 -0.0817 0.2276 -0.628 -0.485 0.218
C 0.6385 0.8379 0.3963 2.894 1.275 0.560
O 1.2980 1.5102 -0.6056 -0.820 -0.144 -0.947
C 1.2837 1.0198 1.6254 -0.926 -1.357 1.826
C 0.6714 0.4767 2.7651 -2.193 -0.431 -0.494
H -2.4795 -0.9223 3.4567 0.392 -0.104 -0.402
H -2.1486 0.7640 3.6810 0.880 -0.919 0.790
H -1.1985 -0.6655 4.5991 -0.511 1.012 0.268
H -1.5855 -1.4895 1.1918 -0.849 0.293 0.207
H -0.5441 -0.4369 -0.7554 -0.405 -0.084 -0.635
H 0.7616 1.4937 -1.4195 0.349 -0.044 0.651
H 2.2730 1.4075 1.7636 0.164 0.681 -0.555
H 0.9131 0.5491 3.8199 0.894 0.590 -0.243
C 1.0677 0.1096 -3.6336 -0.433 -2.584 -1.081
C -0.1320 -0.8463 -3.4227 -0.626 -0.497 -0.695
H 0.9881 0.9647 -2.9982 0.449 0.389 0.028
H 1.8995 -0.5733 -3.4398 0.599 0.961 0.230
H 1.1208 0.3746 -4.7090 -0.068 0.237 0.738
H -0.0709 -1.5552 -2.5758 0.039 1.158 0.409
H -1.0478 -0.2108 -3.4175 0.225 -1.091 0.070
H -0.1760 -1.6662 -4.1905 -0.156 1.309 -0.114
```
Forces are in eV/Å.

=====

Record 5
This record from OMol25 describes 2 unconnected molecules or ions with the total composition C9H14O. The level of theory is ωB97M-V with the def2-TZVPD basis set.

Gap between HOMO and LUMO (spin up / spin down)   10.21 / 6.61 eV
Multiplicity   2
⟨S²⟩   0.766
E_LUMO (spin up / spin down)   -4.029 / -7.750 eV
Total energy   -11598.489 eV
Relative energy (zero: lowest compared OMol25 entry of this formula, charge and spin)   24.9 kcal per mole
Total charge   +1
HOMO level (spin up / spin down)   -14.236 / -14.356 eV

Geometry as XYZ:
```
24
Properties=species:S:1:pos:R:3:forces:R:3
C 2.5417 -1.8214 1.3343 0.710 0.338 0.476
C -0.1116 0.8897 1.0382 1.468 -0.637 0.483
C 1.1121 0.2471 1.0148 -0.912 0.601 0.213
C -1.2637 0.0968 1.2272 -0.097 1.040 1.697
C 1.2449 -1.1164 1.4432 0.802 -0.251 -2.524
C -1.0947 -1.1976 1.7568 -0.964 -1.750 0.228
C 0.0973 -1.8755 1.7215 -1.178 1.273 0.446
O -2.4685 0.6675 1.1552 0.551 -1.152 -0.955
H -0.1691 1.9568 1.2200 -0.145 0.155 -1.092
H 1.9262 0.8510 0.6334 0.511 -0.300 0.653
H -2.4990 1.0987 0.2740 -0.261 0.523 0.550
H -1.9660 -1.7143 2.1497 -0.155 0.058 -0.470
H 2.4731 -2.8376 0.9448 -0.331 0.020 0.101
H 2.9664 -1.9027 2.3471 0.025 -0.104 -0.082
H 0.1195 -2.9397 1.8984 0.213 0.024 0.360
H 3.2793 -1.2825 0.7410 -0.118 0.135 0.033
C -1.1972 1.2326 -1.9789 -0.228 -0.195 0.161
C -0.3563 1.4451 -3.2295 0.123 0.990 -0.655
H -1.1715 0.1869 -1.6687 -0.075 -0.087 0.036
H -0.8131 1.8310 -1.1509 -0.013 0.082 -0.045
H -2.2436 1.5150 -2.1315 0.078 -0.076 -0.044
H 0.0703 0.5498 -3.6743 -0.046 -0.101 0.211
H 0.4419 2.1661 -3.0487 0.246 -0.284 0.168
H -0.9184 1.9540 -4.0170 -0.206 -0.301 0.049
```
Forces are in eV/Å.

=====

Record 6
This record from OMol25 describes 2 unconnected molecules or ions with the total composition C9H14O. The level of theory is ωB97M-V with the def2-TZVPD basis set.

Gap between HOMO and LUMO (spin up / spin down)   10.19 / 6.44 eV
Multiplicity   2
⟨S²⟩   0.767
E_LUMO (spin up / spin down)   -3.860 / -7.615 eV
Total energy   -11598.542 eV
Relative energy (zero: lowest compared OMol25 entry of this formula, charge and spin)   23.6 kcal per mole
Total charge   +1
HOMO level (spin up / spin down)   -14.055 / -14.054 eV

Geometry as XYZ:
```
24
Properties=species:S:1:pos:R:3:forces:R:3
C -3.8181 -1.0796 -0.1820 -1.495 -0.465 1.081
C -2.3669 -0.7516 0.0306 1.609 1.421 -1.423
H -3.9495 -1.8081 -0.9999 0.334 0.262 0.341
H -4.3302 -1.5057 0.7002 0.337 0.056 -0.318
H -4.4162 -0.2214 -0.4691 0.035 0.279 0.042
H -1.7858 -1.6541 -0.1555 0.328 0.174 -0.123
H -1.8432 -0.2072 0.8538 -1.491 -0.738 0.461
H -2.1732 0.0255 -0.7561 0.385 -0.973 -0.067
C -0.0341 2.3491 -0.2349 -0.094 -0.998 0.619
C 2.6276 -0.9819 0.2318 1.774 -0.983 -0.756
C 2.7892 0.0929 1.1123 -1.576 1.458 0.783
C 1.7683 -0.9056 -0.8714 -0.260 1.123 -0.875
C 1.9151 1.1493 1.0388 -1.322 0.682 0.308
C 1.0540 0.2379 -1.0358 -1.571 -0.483 0.625
C 0.9461 1.2637 -0.0018 1.180 -1.658 -1.746
O 3.4121 -2.0468 0.2372 -0.624 -0.032 0.530
H 3.4532 0.1164 1.9356 0.823 -0.494 0.562
H 3.8333 -2.2127 1.0951 0.274 0.196 -0.067
H 1.7717 -1.6492 -1.6572 0.002 -0.278 0.334
H 1.7583 1.9134 1.8133 0.973 -0.389 -0.122
H 0.3125 0.2023 -1.8346 0.366 0.562 -0.052
H 0.5225 3.2623 -0.4654 -0.521 0.157 0.057
H -0.7232 2.4131 0.6020 0.348 0.700 0.658
H -0.7235 1.9979 -0.9869 0.188 0.423 -0.855
```
Forces are in eV/Å.

=====

Number 1 is which compound? C9H14O